Version 1
This record from the Open Molecules 2025 dataset describes a molecular structure, C11H18F6N4O12P2PdS2. The level of theory is ωB97M-V/def2-TZVPD.

Output
E_HOMO: -1.767 eV
Total charge: -2
Lowest unoccupied orbital energy: 4.4 eV
Orbital gap: 6.17 eV

Each line ends with the natural charge from an NBO analysis.
CARTESIAN COORDINATES (ANGSTROEM)
Pd: 0.556 0.702 0.027  -0.018
C: 3.283 3.401 -3.086  -0.639
C: 2.664 3.242 -1.709  -0.490
O: 3.269 4.201 -0.811  -0.751
P: 3.148 1.648 -0.954  2.334
O: 2.703 0.398 -1.842  -1.010
O: 4.724 1.608 -1.302  -0.994
O: 2.808 1.461 0.483  -1.124
P: 0.839 3.702 -1.720  2.375
O: 0.112 2.483 -2.493  -1.031
O: 0.722 4.909 -2.579  -1.164
O: 0.492 3.735 -0.258  -1.208
H: 4.372 3.384 -3.028  0.203
H: 2.941 4.352 -3.492  0.245
H: 2.945 2.596 -3.740  0.223
H: 2.588 4.349 -0.133  0.498
H: 1.838 0.013 -1.538  0.514
H: 5.212 1.212 -0.572  0.499
H: -0.086 1.745 -1.880  0.492
C: -5.789 0.195 0.559  -0.629
C: -4.300 0.303 0.378  -0.003
C: -3.617 1.486 0.619  -0.218
C: -2.245 1.543 0.439  0.054
N: -1.530 0.485 0.039  -0.483
C: -2.182 -0.659 -0.207  0.057
C: -3.549 -0.786 -0.048  -0.264
H: -6.195 1.098 1.013  0.208
H: -6.040 -0.656 1.195  0.217
H: -6.283 0.043 -0.403  0.214
H: -4.140 2.372 0.955  0.199
H: -1.688 2.458 0.600  0.241
H: -1.571 -1.493 -0.527  0.241
H: -4.013 -1.745 -0.248  0.214
N: 0.884 2.952 2.676  -0.824
C: 0.270 2.344 3.720  0.775
N: 0.943 2.479 4.951  -0.870
O: -0.807 1.778 3.663  -0.663
H: 1.804 3.333 2.809  0.374
H: 0.734 2.586 1.738  0.448
H: 1.947 2.399 4.885  0.365
H: 0.555 1.842 5.629  0.381
F: 1.171 -3.903 1.995  -0.319
C: 1.708 -3.361 0.898  0.717
F: 1.827 -2.051 1.099  -0.302
F: 2.938 -3.874 0.748  -0.324
S: 0.677 -3.709 -0.636  2.243
O: 0.443 -2.408 -1.185  -0.934
O: 1.437 -4.664 -1.395  -0.944
N: -0.690 -4.274 -0.069  -1.228
S: -0.917 -5.803 0.229  2.252
O: 0.203 -6.511 0.783  -0.944
O: -2.200 -5.968 0.850  -0.944
C: -1.166 -6.584 -1.462  0.707
F: -2.169 -7.481 -1.395  -0.333
F: -1.499 -5.674 -2.385  -0.321
F: -0.081 -7.233 -1.884  -0.315

---

Version 2
This record from the Open Molecules 2025 dataset describes a molecular structure, C11H18F6N4O12P2PdS2. The level of theory is ωB97M-V/def2-TZVPD.

Output
E_HOMO: -1.946 eV
Total charge: -2
Lowest unoccupied orbital energy: 4.4 eV
Orbital gap: 6.34 eV

Each line ends with the natural charge from an NBO analysis.
CARTESIAN COORDINATES (ANGSTROEM)
Pd: 0.579 0.887 0.055  -0.074
C: 3.377 3.601 -3.008  -0.638
C: 2.688 3.424 -1.664  -0.497
O: 3.322 4.272 -0.688  -0.749
P: 3.002 1.750 -1.027  2.338
O: 2.582 0.620 -2.058  -1.006
O: 4.611 1.658 -1.158  -1.001
O: 2.637 1.466 0.396  -1.116
P: 0.902 4.008 -1.722  2.377
O: 0.121 2.804 -2.463  -1.031
O: 0.861 5.196 -2.607  -1.161
O: 0.545 4.085 -0.263  -1.208
H: 4.455 3.465 -2.910  0.204
H: 3.151 4.604 -3.369  0.245
H: 2.990 2.881 -3.730  0.223
H: 2.598 4.496 -0.075  0.502
H: 1.740 0.219 -1.720  0.519
H: 4.959 1.209 -0.381  0.500
H: -0.031 2.074 -1.826  0.492
C: -5.634 0.017 0.653  -0.629
C: -4.163 0.227 0.428  -0.003
C: -3.579 1.475 0.577  -0.216
C: -2.218 1.628 0.362  0.056
N: -1.436 0.604 0.010  -0.463
C: -1.991 -0.609 -0.146  0.055
C: -3.339 -0.831 0.057  -0.262
H: -6.104 0.915 1.054  0.207
H: -5.808 -0.804 1.351  0.218
H: -6.139 -0.239 -0.282  0.215
H: -4.169 2.332 0.873  0.201
H: -1.722 2.584 0.475  0.242
H: -1.323 -1.407 -0.437  0.247
H: -3.733 -1.832 -0.066  0.219
N: 1.032 3.031 2.569  -0.829
C: 0.212 2.508 3.508  0.779
N: 0.847 2.208 4.730  -0.871
O: -0.994 2.373 3.391  -0.672
H: 2.023 3.019 2.743  0.376
H: 0.804 2.930 1.584  0.453
H: 1.760 1.790 4.642  0.368
H: 0.226 1.660 5.305  0.381
F: 1.150 -4.086 1.965  -0.320
C: 1.675 -3.560 0.856  0.715
F: 1.823 -2.255 1.047  -0.303
F: 2.892 -4.094 0.686  -0.324
S: 0.616 -3.913 -0.658  2.239
O: 0.407 -2.627 -1.253  -0.934
O: 1.360 -4.913 -1.370  -0.943
N: -0.776 -4.399 -0.077  -1.225
S: -1.062 -5.905 0.309  2.251
O: 0.028 -6.618 0.913  -0.944
O: -2.366 -5.960 0.903  -0.943
C: -1.291 -6.806 -1.315  0.706
F: -2.218 -7.769 -1.163  -0.333
F: -1.713 -5.997 -2.290  -0.322
F: -0.167 -7.397 -1.714  -0.313

---

Taking the most stable structure as the zero point, the relative energies in eV are version 1 0.433; version 2 0.000.

---

Version 1
This record from the Open Molecules 2025 dataset describes 2 unconnected molecules or ions with the total composition C6H13O2. The level of theory is ωB97M-V/def2-TZVPD.

Output
E_HOMO: -2.290 eV
Total charge: -1
Lowest unoccupied orbital energy: 3.3 eV
Orbital gap: 5.62 eV

Each line ends with the natural charge from an NBO analysis.
CARTESIAN COORDINATES (ANGSTROEM)
C: -1.249 -2.365 -0.043  0.015
O: -2.168 -3.171 0.485  -0.942
C: -1.557 -0.839 0.150  -0.427
C: -0.597 0.002 -0.745  -0.451
C: 0.233 0.865 0.182  -0.168
C: 0.307 2.188 0.242  -0.231
C: 0.966 3.036 1.304  -0.643
H: -1.104 -2.569 -1.143  0.058
H: -0.182 -2.440 0.337  0.043
H: -2.603 -0.670 -0.121  0.188
H: -1.512 -0.546 1.198  0.182
H: 0.007 -0.596 -1.423  0.203
H: -1.200 0.721 -1.312  0.188
H: 0.800 0.276 0.913  0.183
H: -0.254 2.731 -0.511  0.176
H: 0.754 2.573 2.269  0.212
H: 0.556 4.041 1.365  0.203
H: 2.045 3.089 1.171  0.211
H: 2.337 0.229 -0.889  0.484
H: 3.101 0.137 -2.190  0.461
O: 3.224 0.138 -1.231  -0.946

---

Version 2
This record from the Open Molecules 2025 dataset describes 2 unconnected molecules or ions with the total composition C6H13O2. The level of theory is ωB97M-V/def2-TZVPD.

Output
E_HOMO: -3.963 eV
Total charge: -1
Lowest unoccupied orbital energy: 4.0 eV
Orbital gap: 7.94 eV

Each line ends with the natural charge from an NBO analysis.
CARTESIAN COORDINATES (ANGSTROEM)
C: -2.612 0.470 -0.345  -0.524
C: -2.549 -0.447 -1.574  -0.596
C: -1.350 1.458 -0.501  0.769
O: -1.353 2.501 0.177  -0.775
O: -0.425 1.076 -1.265  -0.801
H: -3.592 0.977 -0.466  0.189
H: -2.595 -0.041 0.653  0.193
H: -1.579 -0.792 -1.904  0.232
H: -3.058 0.029 -2.376  0.186
H: -3.147 -1.387 -1.272  0.154
C: 2.458 -0.733 0.943  -0.408
C: 2.423 0.605 1.605  -0.638
C: 1.395 -0.907 -0.182  -0.634
H: 3.420 -1.101 0.469  0.180
H: 2.285 -1.471 1.737  0.180
H: 1.865 0.525 2.579  0.192
H: 1.692 1.238 1.096  0.249
H: 0.868 -0.018 -0.518  0.292
H: 1.900 -1.446 -1.007  0.181
H: 3.338 1.099 1.964  0.198
H: 0.614 -1.634 0.187  0.182

---

Taking the most stable structure as the zero point, the relative energies in eV are version 1 1.806; version 2 0.000.